[1]
One molecule with the formula C5H7NOS at a distorted geometry. Source: the OMol25 dataset; level of theory: the ωB97M-V functional and the def2-TZVPD basis.

Positions of all 15 atoms, in Å:
C -1.768 1.561 0.194
C -0.402 1.693 0.442
C -1.916 0.662 -0.822
C 0.169 0.608 -0.230
C 2.153 -1.170 0.062
N -0.748 0.098 -1.137
O 2.593 1.442 0.390
S 1.947 0.483 -0.611
H -2.468 2.189 0.712
H -0.123 2.414 1.228
H -2.875 0.094 -0.966
H 1.226 -1.641 0.096
H 2.448 -1.046 1.134
H 3.068 -1.509 -0.272
H -0.558 -0.408 -1.986

Calculated values
highest occupied orbital energy	-8.4128	eV
charge	0
frontier orbital gap	9.0	eV
electronic energy	-722.8122	hartree
relative energy (zero: lowest compared OMol25 entry of this formula, charge and spin)	66.5	kcal per mole

How positive or negative is each atom? The Löwdin charges in e answer that:
1 C -0.109
2 C -0.069
3 C -0.173
4 C -0.424
5 C -0.249
6 N 0.020
7 O -0.553
8 S 0.924
9 H 0.100
10 H 0.125
11 H 0.133
12 H 0.025
13 H 0.082
14 H 0.013
15 H 0.157

=====

[2]
C29H61As3IrN6P as an isolated structure. Source: the OMol25 dataset; level of theory: the ωB97M-V functional and the def2-TZVPD basis.

Positions of all 101 atoms, in Å:
Ir -0.266 0.357 0.636
C -1.938 2.473 -1.613
As -0.214 1.618 -1.440
C -0.068 0.559 -3.047
C 1.178 2.971 -1.584
C 1.559 3.805 -0.348
C 2.571 4.857 -0.838
C 2.305 2.970 0.706
As 1.323 1.731 1.833
C 0.351 2.650 3.219
C 2.677 0.690 2.714
C 0.339 4.495 0.276
As -0.581 5.832 -0.890
C -2.117 6.034 0.304
C 0.367 7.451 -0.352
H -2.349 2.677 -0.625
H -2.595 1.794 -2.153
H -1.827 3.402 -2.172
H -0.186 1.206 -3.917
H -0.865 -0.184 -3.046
H 0.893 0.058 -3.107
H 0.800 3.643 -2.360
H 2.055 2.468 -1.999
H 3.487 4.388 -1.200
H 2.832 5.542 -0.031
H 2.151 5.441 -1.658
H 2.774 3.639 1.435
H 3.109 2.381 0.254
H 0.965 3.436 3.657
H 0.104 1.916 3.985
H -0.554 3.078 2.798
H 3.270 1.356 3.341
H 3.323 0.218 1.976
H 2.202 -0.063 3.340
H 0.634 5.004 1.200
H -0.426 3.753 0.548
H -2.722 5.127 0.295
H -2.737 6.856 -0.052
H -1.793 6.252 1.322
H 1.286 7.577 -0.920
H 0.587 7.439 0.715
H -0.282 8.298 -0.570
N -1.821 0.347 1.467
P -3.421 -0.164 1.526
N -3.621 -0.760 3.011
C -4.980 -1.264 3.359
C -4.867 -2.220 4.535
C -4.376 -1.484 5.790
C -3.455 -0.311 5.421
C -2.678 -0.593 4.146
N -4.335 1.113 1.104
C -4.083 2.383 1.833
C -4.926 3.488 1.215
C -6.423 3.213 1.414
C -6.710 1.706 1.435
C -5.718 0.946 0.569
N -3.697 -1.330 0.426
C -3.282 -2.723 0.696
C -4.208 -3.692 -0.024
C -4.242 -3.402 -1.521
C -4.624 -1.947 -1.770
C -3.702 -1.003 -1.010
H -5.403 -1.766 2.487
H -5.635 -0.425 3.613
H -4.178 -3.024 4.264
H -5.835 -2.688 4.710
H -3.853 -2.185 6.440
H -5.225 -1.108 6.359
H -2.750 -0.105 6.226
H -4.037 0.604 5.279
H -2.079 -1.502 4.255
H -1.999 0.229 3.920
H -3.017 2.617 1.764
H -4.332 2.274 2.895
H -4.689 3.549 0.149
H -4.644 4.444 1.655
H -6.985 3.691 0.611
H -6.768 3.664 2.344
H -7.720 1.498 1.082
H -6.654 1.317 2.455
H -5.747 1.320 -0.458
H -5.959 -0.115 0.541
H -3.289 -2.893 1.771
H -2.251 -2.857 0.337
H -5.213 -3.600 0.397
H -3.873 -4.711 0.172
H -4.945 -4.067 -2.020
H -3.257 -3.603 -1.956
H -5.652 -1.770 -1.445
H -4.579 -1.705 -2.833
H -4.007 0.034 -1.140
H -2.670 -1.103 -1.392
N 2.768 -2.446 -0.140
C 3.300 -1.483 -0.958
C 2.451 -0.427 -0.886
N 1.411 -0.743 -0.024
C 1.646 -1.974 0.411
H 3.155 -3.366 0.020
H 4.215 -1.627 -1.507
H 2.534 0.529 -1.367
H 1.035 -2.527 1.105

Calculated values
highest occupied orbital energy (alpha / beta)	-15.5569 / -15.5557	eV
charge	+3
multiplicity	2
frontier orbital gap (alpha / beta)	6.0 / 4.9	eV
electronic energy	-8622.2872	hartree
relative energy (zero: lowest compared OMol25 entry of this formula, charge and spin)	0.0	kcal per mole

Atomic partial charges in e from the Löwdin method, atoms 1 to 99:
1 Ir 0.914
2 C -0.246
3 As 1.060
4 C -0.225
5 C -0.306
6 C -0.682
7 C -0.048
8 C -0.284
9 As 1.076
10 C -0.233
11 C -0.226
12 C -0.385
13 As 1.136
14 C -0.317
15 C -0.312
16 H 0.002
17 H 0.039
18 H 0.027
19 H 0.065
20 H 0.035
21 H 0.030
22 H 0.082
23 H 0.084
24 H 0.103
25 H 0.104
26 H 0.079
27 H 0.110
28 H 0.091
29 H 0.063
30 H 0.041
31 H 0.019
32 H 0.064
33 H 0.036
34 H 0.050
35 H 0.087
36 H 0.026
37 H -0.017
38 H 0.039
39 H 0.039
40 H 0.021
41 H 0.037
42 H 0.037
43 N -0.335
44 P 0.624
45 N -0.197
46 C -0.172
47 C -0.161
48 C -0.166
49 C -0.169
50 C -0.189
51 N -0.192
52 C -0.196
53 C -0.182
54 C -0.162
55 C -0.160
56 C -0.175
57 N -0.197
58 C -0.182
59 C -0.163
60 C -0.182
61 C -0.161
62 C -0.205
63 H 0.112
64 H 0.119
65 H 0.116
66 H 0.128
67 H 0.120
68 H 0.121
69 H 0.122
70 H 0.114
71 H 0.125
72 H 0.078
73 H 0.081
74 H 0.127
75 H 0.108
76 H 0.116
77 H 0.122
78 H 0.122
79 H 0.129
80 H 0.105
81 H 0.127
82 H 0.108
83 H 0.107
84 H 0.118
85 H 0.124
86 H 0.127
87 H 0.126
88 H 0.119
89 H 0.123
90 H 0.126
91 H 0.088
92 H 0.106
93 N 0.118
94 C -0.017
95 C -0.151
96 N -0.210
97 C -0.152
98 H 0.187
99 H 0.145

=====

Repeat the first record exactly.
One molecule with the formula C5H7NOS at a distorted geometry. Source: the OMol25 dataset; level of theory: the ωB97M-V functional and the def2-TZVPD basis.

Positions of all 15 atoms, in Å:
C -1.768 1.561 0.194
C -0.402 1.693 0.442
C -1.916 0.662 -0.822
C 0.169 0.608 -0.230
C 2.153 -1.170 0.062
N -0.748 0.098 -1.137
O 2.593 1.442 0.390
S 1.947 0.483 -0.611
H -2.468 2.189 0.712
H -0.123 2.414 1.228
H -2.875 0.094 -0.966
H 1.226 -1.641 0.096
H 2.448 -1.046 1.134
H 3.068 -1.509 -0.272
H -0.558 -0.408 -1.986

Calculated values
highest occupied orbital energy	-8.4128	eV
charge	0
frontier orbital gap	9.0	eV
electronic energy	-722.8122	hartree
relative energy (zero: lowest compared OMol25 entry of this formula, charge and spin)	66.5	kcal per mole

How positive or negative is each atom? The Löwdin charges in e answer that:
1 C -0.109
2 C -0.069
3 C -0.173
4 C -0.424
5 C -0.249
6 N 0.020
7 O -0.553
8 S 0.924
9 H 0.100
10 H 0.125
11 H 0.133
12 H 0.025
13 H 0.082
14 H 0.013
15 H 0.157

=====

Look up the charge of the first one. 0